No. 1
ORCA calculation (wB97M-V/def2-TZVPD) on a structure of composition C70H160F6N12O24S6 in a non-equilibrium geometry.

As for the net charge: +6. The HOMO energy is -17.5063 eV.

Cartesian coordinates (Å):
C 9.03 1.28 4.18
C 8.18 0.58 3.00
C 7.37 1.65 2.22
C 8.13 2.44 1.19
C 8.93 1.54 0.25
C 10.03 0.66 1.05
N 9.26 0.08 2.18
O 9.41 -1.17 2.32
C 11.12 1.47 1.82
C 10.60 -0.31 0.11
C 7.31 -0.52 3.56
H 8.40 1.68 4.98
H 9.59 2.13 3.87
H 9.76 0.59 4.64
H 6.97 2.17 3.06
H 6.59 1.13 1.74
H 8.80 3.04 1.82
H 7.57 3.16 0.59
H 9.53 2.22 -0.39
H 8.28 0.96 -0.39
H 11.51 0.96 2.72
H 10.76 2.42 2.24
H 12.02 1.67 1.21
H 11.12 0.28 -0.67
H 9.83 -0.83 -0.38
H 11.28 -0.96 0.59
H 7.81 -1.38 3.99
H 6.62 -0.86 2.77
H 6.68 -0.09 4.35
C -1.75 -4.42 -1.76
C -3.13 -3.86 -1.81
C -3.25 -2.99 -2.98
C -4.64 -2.36 -3.15
C -5.67 -3.49 -3.27
C -5.50 -4.90 -2.53
N -4.05 -4.96 -2.14
O -3.55 -6.15 -2.19
C -5.89 -6.08 -3.43
C -6.21 -4.87 -1.10
C -3.50 -3.24 -0.55
H -1.53 -5.19 -0.99
H -1.10 -3.53 -1.59
H -1.41 -4.77 -2.73
H -3.08 -3.55 -3.90
H -2.58 -2.16 -2.93
H -4.57 -1.79 -4.09
H -5.00 -1.71 -2.37
H -5.84 -3.78 -4.34
H -6.65 -3.11 -2.95
H -5.34 -6.16 -4.43
H -6.92 -5.85 -3.82
H -5.84 -7.09 -3.01
H -5.99 -5.84 -0.56
H -7.29 -4.83 -1.38
H -6.01 -4.03 -0.44
H -3.45 -3.92 0.30
H -4.44 -2.67 -0.53
H -2.74 -2.47 -0.33
C -0.84 7.44 -4.57
C -1.65 6.86 -3.43
C -1.04 5.42 -3.21
C 0.27 5.45 -2.51
C 0.13 6.03 -1.13
C -0.34 7.50 -1.18
N -1.35 7.69 -2.25
O -2.02 8.78 -2.12
C 0.83 8.38 -1.70
C -0.91 7.90 0.15
C -3.13 6.83 -3.75
H -1.24 8.44 -4.78
H -1.11 6.88 -5.49
H 0.18 7.62 -4.48
H -1.01 5.05 -4.27
H -1.67 4.73 -2.61
H 1.00 5.98 -3.13
H 0.71 4.46 -2.48
H 1.11 6.06 -0.67
H -0.62 5.45 -0.59
H 0.49 9.44 -1.70
H 1.26 8.08 -2.66
H 1.69 8.38 -0.97
H -1.68 7.16 0.50
H -1.26 8.91 0.16
H -0.08 7.87 0.84
H -3.27 5.97 -4.45
H -3.48 7.72 -4.31
H -3.87 6.64 -2.92
C 2.55 1.14 4.34
C 1.16 1.60 4.80
C 1.22 2.14 6.28
C 1.92 3.48 6.31
C 1.25 4.57 5.45
C 1.21 4.10 4.00
N 0.82 2.65 3.77
O 0.22 2.34 2.89
C 2.68 4.20 3.40
C 0.29 5.00 3.23
C 0.18 0.46 4.77
H 3.23 1.96 4.52
H 2.51 0.86 3.30
H 2.84 0.27 4.95
H 1.74 1.38 6.85
H 0.25 2.37 6.72
H 2.94 3.23 5.94
H 2.05 3.86 7.29
H 1.91 5.44 5.39
H 0.29 4.88 5.83
H 2.71 3.69 2.42
H 3.55 3.75 3.93
H 2.90 5.28 3.34
H -0.74 4.94 3.62
H 0.36 4.97 2.14
H 0.59 6.02 3.44
H 0.10 -0.01 3.78
H -0.79 0.93 5.01
H 0.43 -0.21 5.61
C 4.36 4.02 -2.97
O 3.76 2.85 -3.67
C 4.24 1.63 -3.09
C 3.45 0.49 -3.63
N 2.06 0.80 -3.64
H 1.76 1.02 -2.67
H 2.02 1.76 -4.08
C 1.13 -0.17 -4.25
C 0.03 0.53 -5.00
O 0.68 1.58 -5.76
C -0.11 2.14 -6.83
H 4.15 4.04 -1.90
H 3.83 4.80 -3.46
H 5.44 4.08 -3.17
H 4.12 1.60 -1.99
H 5.31 1.39 -3.33
H 3.70 -0.43 -3.15
H 3.69 0.33 -4.69
H 0.89 -0.87 -3.46
H 1.61 -0.76 -5.04
H -0.75 0.91 -4.36
H -0.38 -0.08 -5.80
H -1.05 2.58 -6.47
H -0.45 1.32 -7.50
H 0.50 2.87 -7.37
C 7.68 -2.94 -2.62
O 7.33 -2.98 -3.99
C 8.27 -3.64 -4.78
C 7.87 -3.56 -6.19
N 6.58 -4.34 -6.41
H 6.56 -4.78 -7.35
H 6.54 -5.08 -5.76
C 5.33 -3.51 -6.22
C 4.11 -4.40 -6.57
O 3.04 -3.62 -6.21
C 1.74 -4.31 -6.22
H 7.95 -3.93 -2.26
H 6.78 -2.53 -2.13
H 8.46 -2.22 -2.34
H 8.33 -4.70 -4.47
H 9.30 -3.26 -4.57
H 8.60 -4.02 -6.81
H 7.58 -2.58 -6.54
H 5.43 -2.66 -6.89
H 5.25 -3.14 -5.20
H 4.16 -5.28 -5.90
H 4.21 -4.59 -7.61
H 1.98 -5.33 -6.02
H 1.27 -4.22 -7.20
H 1.08 -3.92 -5.42
C -5.62 2.46 -4.70
O -6.34 3.31 -3.82
C -7.64 2.96 -3.68
C -8.14 3.44 -2.32
N -7.72 4.87 -2.15
H -6.89 5.16 -2.69
H -8.54 5.42 -2.45
C -7.35 5.27 -0.67
C -5.97 4.75 -0.31
O -4.99 5.53 -1.01
C -3.71 5.20 -0.58
H -6.01 2.43 -5.70
H -5.57 1.41 -4.29
H -4.62 2.89 -4.75
H -7.84 1.89 -3.72
H -8.34 3.36 -4.39
H -7.63 2.85 -1.56
H -9.17 3.27 -2.16
H -8.14 4.89 -0.04
H -7.57 6.31 -0.63
H -5.93 3.73 -0.71
H -5.67 4.67 0.74
H -3.55 4.15 -0.82
H -3.56 5.32 0.52
H -2.96 5.81 -1.12
C 3.06 -9.38 2.20
C 3.58 -8.03 1.67
N 2.41 -7.15 1.10
C 3.07 -5.89 0.61
C 1.94 -7.90 -0.07
C 0.98 -7.08 -0.95
C 1.28 -6.84 2.13
C 1.74 -6.26 3.46
O 1.90 -4.84 3.27
C 2.25 -4.10 4.45
H 2.55 -9.97 1.40
H 2.33 -9.26 3.03
H 3.85 -10.03 2.73
H 4.22 -8.09 0.79
H 3.96 -7.40 2.41
H 2.27 -5.19 0.40
H 3.62 -6.20 -0.27
H 3.69 -5.55 1.45
H 1.41 -8.85 0.12
H 2.78 -8.26 -0.64
H 0.71 -7.71 -1.78
H 1.34 -6.06 -1.19
H 0.09 -7.00 -0.30
H 0.79 -7.77 2.37
H 0.68 -6.15 1.56
H 2.68 -6.71 3.75
H 1.04 -6.50 4.26
H 3.20 -4.54 4.83
H 1.50 -4.14 5.27
H 2.39 -3.04 4.23
C -5.36 -0.94 7.64
C -4.65 -0.67 6.35
N -5.42 -1.36 5.19
C -6.82 -0.76 5.13
C -4.79 -1.03 3.91
C -3.27 -1.36 3.81
C -5.41 -2.83 5.43
C -5.69 -3.67 4.21
O -7.01 -3.39 3.79
C -7.45 -4.19 2.73
H -6.43 -0.74 7.71
H -4.98 -0.28 8.43
H -5.19 -1.98 7.93
H -3.61 -0.96 6.40
H -4.78 0.40 6.09
H -6.83 0.33 5.00
H -7.36 -1.11 6.00
H -7.31 -1.18 4.25
H -4.94 0.07 3.88
H -5.41 -1.52 3.18
H -2.59 -0.89 4.57
H -3.02 -0.98 2.81
H -3.14 -2.47 3.76
H -6.04 -3.08 6.25
H -4.43 -3.01 5.82
H -5.59 -4.72 4.44
H -4.89 -3.66 3.44
H -6.79 -3.95 1.85
H -8.47 -3.86 2.45
H -7.42 -5.25 3.01
N 1.28 0.70 -0.53
S 1.90 -0.62 0.14
O 1.64 -0.63 1.54
O 3.16 -1.14 -0.45
F 0.75 -1.95 -0.36
S -0.25 1.16 -0.26
O -0.45 2.45 0.25
O -1.08 0.03 0.10
F -0.55 1.52 -1.91
N -4.37 3.35 4.97
S -3.14 3.09 5.90
O -3.14 1.83 6.55
O -3.03 4.30 6.61
F -1.76 2.79 4.88
S -4.77 3.03 3.49
O -4.61 4.08 2.55
O -6.01 2.31 3.44
F -3.65 1.79 2.92
N -7.86 -0.55 0.50
S -7.76 -1.09 -1.02
O -7.57 -2.51 -0.86
O -6.97 -0.45 -2.14
F -9.27 -1.02 -1.52
S -6.98 0.68 1.21
O -7.17 2.07 0.78
O -5.70 0.35 1.68
F -7.86 0.51 2.51

=====

No. 2
ORCA calculation (wB97M-V/def2-TZVPD) on the molecule C17H30FN3O6S.

The energy above the lowest of the compared OMol25 structures with the same formula, charge and spin is 20.7 kJ/mol. The HOMO energy is -9.4867 eV.

Cartesian coordinates (Å):
C 5.54 -0.72 3.78
C 4.99 -0.63 2.36
C 4.09 -1.84 2.08
C 3.78 -1.94 0.60
O 4.65 -2.00 -0.24
N 2.47 -1.97 0.23
C 1.26 -1.45 0.89
C 0.75 -0.99 -0.50
F -0.45 -1.59 -0.85
C 0.68 0.52 -0.61
O 1.59 1.16 -0.11
N -0.45 1.13 -1.08
C -0.46 2.58 -0.86
C 0.51 3.31 -1.79
S 0.76 4.99 -1.28
O 1.77 5.57 -2.10
O -0.51 5.60 -1.10
O 1.35 4.80 0.19
C -1.21 0.71 -2.25
C -0.54 -0.34 -3.11
N -1.38 -1.16 -3.78
O 0.67 -0.36 -3.26
C 2.01 -1.63 -1.12
C 4.22 0.68 2.12
C 4.97 1.81 1.39
C 6.30 2.14 2.07
C 4.07 3.05 1.40
C 5.22 1.41 -0.07
H 4.72 -0.73 4.51
H 6.13 -1.62 3.92
H 6.17 0.14 4.01
H 5.82 -0.70 1.66
H 4.62 -2.76 2.34
H 3.18 -1.80 2.68
H 0.63 -2.23 1.31
H 1.43 -0.65 1.60
H -1.48 2.94 -1.00
H -0.18 2.77 0.17
H 1.48 2.83 -1.80
H 0.14 3.38 -2.82
H 2.30 4.62 0.15
H -2.21 0.38 -1.96
H -1.34 1.58 -2.90
H -2.34 -1.25 -3.51
H -0.98 -1.87 -4.36
H 2.67 -0.94 -1.64
H 1.78 -2.49 -1.75
H 3.32 0.49 1.53
H 3.87 1.07 3.09
H 6.98 1.29 2.05
H 6.79 2.97 1.55
H 6.15 2.44 3.11
H 3.10 2.81 0.97
H 3.91 3.41 2.42
H 4.54 3.86 0.83
H 4.27 1.23 -0.58
H 5.75 2.20 -0.60
H 5.81 0.50 -0.15

=====

No. 3
ORCA calculation (wB97M-V/def2-TZVPD) on the molecule C3H9N in a non-equilibrium geometry.

The energy above the lowest of the compared OMol25 structures with the same formula, charge and spin is 113.0 kJ/mol. The HOMO energy is -8.0975 eV.

Cartesian coordinates (Å):
C -0.31 -0.16 1.37
N 0.08 -0.32 -0.02
C -0.96 -0.40 -1.06
C 1.20 0.49 -0.33
H -0.91 0.77 1.53
H 0.52 -0.26 2.07
H -0.91 -0.99 1.75
H -1.04 0.56 -1.56
H -0.59 -1.17 -1.75
H -1.93 -0.77 -0.72
H 1.70 0.44 -1.30
H 2.03 0.19 0.29
H 1.11 1.61 -0.27

=====

No. 4
ORCA calculation (wB97M-V/def2-TZVPD) on a cluster of 2 separate species, C5H9NO in total in a non-equilibrium geometry.

The energy above the lowest of the compared OMol25 structures with the same formula, charge and spin is 576.0 kJ/mol. The HOMO energy (alpha / beta) is -7.7783 / -7.7804 eV.

Cartesian coordinates (Å):
C -0.76 -0.90 1.50
N -0.29 0.25 1.97
C 0.93 0.49 -0.64
C -0.38 -0.23 -0.87
C 1.04 1.83 -0.74
C -0.44 -1.43 -1.49
O 0.96 0.49 1.96
H -0.86 1.08 1.72
H -1.82 -1.01 1.38
H -0.18 -1.78 1.74
H 1.81 -0.14 -0.66
H -1.20 0.46 -1.05
H 2.00 2.31 -0.65
H 0.17 2.47 -0.76
H -1.30 -1.72 -2.08
H 0.32 -2.17 -1.33

=====

For the records above, the corresponding M values read 1860.50; 423.51; 59.11; 99.13 g/mol.